No. 1
18
Properties=species:S:1:pos:R:3 method="wB97M-V/def2-TZVPD" smiles="[H]/N=C(/N)CC.C#CO" homo_energy_ev="-8.94 / -8.94" e_tot_ev=-10369.6321 de_lowest_kcal_mol=130.8
C -1.22502 -0.03408 -0.36895
C -1.58346 -1.35245 0.30395
C 1.96784 -0.17335 -0.36511
C 0.17925 0.82286 -0.00327
N 0.27322 1.02428 1.38333
C 1.59713 -1.33240 -0.61413
O 2.85862 0.79660 -0.38578
N 0.42162 1.82525 -0.81022
H 2.35971 1.60876 -0.64955
H 0.84901 0.35484 1.87458
H -0.58252 1.23147 1.87450
H -0.30396 2.02308 -1.49067
H 1.63857 -2.38618 -0.68991
H -1.93414 0.71507 -0.00110
H -1.38786 -0.05610 -1.44671
H -1.18623 -2.20404 -0.24725
H -1.27542 -1.37297 1.35001
H -2.66638 -1.49062 0.28626


No. 2
18
Properties=species:S:1:pos:R:3 method="wB97M-V/def2-TZVPD" smiles=Cc1c[nH]cn1.CO homo_energy_ev=-8.31 e_tot_ev=-10372.2265 de_lowest_kcal_mol=71.0
C 1.56038 1.97074 -0.66991
O 0.15357 2.20530 -0.90232
H -0.10412 1.45234 -1.27037
H 2.08453 1.56211 -1.45991
H 2.07690 2.90803 -0.30086
H 1.46512 1.09847 0.05629
C -0.38064 0.08802 2.04890
C -0.40368 -0.64528 0.70737
C 0.24987 -1.88651 -0.90556
C -1.62242 -1.06854 -0.11690
N 0.68706 -1.24342 0.15026
N -1.09061 -1.91780 -1.00664
H 0.87339 -2.67722 -1.56579
H 0.64383 0.47455 2.38501
H -0.89785 -0.45212 2.73108
H -1.47101 -1.95305 -1.98678
H -2.65531 -0.80587 0.24001
H -1.16901 0.89021 1.86614


No. 3
18
Properties=species:S:1:pos:R:3 method="wB97M-V/def2-TZVPD" smiles="C=CN/C(N)=C(/C)O" homo_energy_ev=-7.29 e_tot_ev=-10372.1468 de_lowest_kcal_mol=72.8
C 1.49185 -0.87000 -1.52530
N -1.54272 0.76175 0.16581
C -0.55190 -0.17626 -0.19124
C 0.45411 0.10560 -1.07768
N -0.78767 -1.51196 0.22196
C -0.71513 1.15241 1.40996
C -0.30602 0.47189 2.47843
O 0.45072 1.35514 -1.66194
H 1.29228 1.49474 -2.10804
H -1.54955 1.54643 -0.47880
H -1.54801 -1.53143 0.88935
H -1.02075 -2.09774 -0.56946
H -0.87919 2.21417 1.50706
H 2.46833 -0.37559 -1.53433
H 1.53463 -1.71560 -0.83877
H 1.29826 -1.25425 -2.53230
H 0.05930 -0.54719 2.43040
H -0.14854 0.97789 3.41489


No. 4
18
Properties=species:S:1:pos:R:3 method="wB97M-V/def2-TZVPD" homo_energy_ev=-7.57 e_tot_ev=-10371.3216 de_lowest_kcal_mol=91.9
C -0.45910 0.01690 -1.42920
C -1.97335 0.83688 0.27776
C 2.62239 -0.16203 -0.23360
C 0.60322 0.32703 0.88611
C -1.05047 -0.19103 -0.19233
N -0.18087 0.13696 -2.53351
N -1.27131 -1.45109 0.24817
O 1.65454 -0.49824 0.76351
H -2.18090 1.57502 -0.45848
H -1.55885 1.49184 1.04733
H -2.91525 0.23296 0.53803
H 3.66627 -0.12158 0.24785
H 2.32935 0.78382 -0.82132
H 2.63963 -0.86170 -1.06583
H 0.79754 1.28688 0.43026
H 0.22914 0.33784 1.84889
H -2.27546 -1.58072 0.60729
H -0.67652 -2.15975 -0.16093


No. 5
18
Properties=species:S:1:pos:R:3 method="wB97M-V/def2-TZVPD" smiles=N[C@]12CNC[C@]1(O)C2 homo_energy_ev=-8.14 e_tot_ev=-10371.0039 de_lowest_kcal_mol=99.2
C 0.68164 0.19775 0.42352
C -0.24014 -0.68791 1.25327
C -0.82660 -0.50170 -1.14334
C -0.44736 0.80305 -0.47667
C 0.69328 1.65719 0.02715
H 2.57519 -0.35269 0.27413
H 1.88717 -0.23344 -1.13510
H 0.37811 -1.42908 1.75246
H -0.85780 -0.14467 1.97652
H -0.69884 -2.22156 -0.06711
H -1.81110 -0.49889 -1.72714
H 0.07601 -0.84037 -1.68976
H -2.31202 0.59652 0.25675
H 1.55557 1.91772 -0.52671
H 0.32796 2.42407 0.68719
N 1.72764 -0.60126 -0.22168
N -1.12327 -1.33708 0.08091
O -1.58543 1.25234 0.25559


No. 6
18
Properties=species:S:1:pos:R:3 method="wB97M-V/def2-TZVPD" homo_energy_ev=-8.69 e_tot_ev=-10373.1041 de_lowest_kcal_mol=50.8
C -1.98056 1.23851 -1.11920
C 0.80534 -1.26748 1.94306
C 1.68993 0.20570 -0.97601
N -0.84843 0.72935 -0.38947
C 0.36683 -0.51714 -0.84898
C -0.83591 0.22484 0.81846
N 0.05190 -0.74131 0.83280
O -0.01903 -1.37185 -1.60869
H -1.45064 0.53796 1.66409
H -2.35402 0.46279 -1.79728
H -2.79447 1.53011 -0.44732
H -1.69286 2.10587 -1.71575
H 1.01279 -2.32489 1.77445
H 0.23769 -1.17123 2.87374
H 1.76034 -0.74460 2.06959
H 2.49365 -0.52435 -0.85734
H 1.79955 0.99860 -0.23783
H 1.75790 0.62912 -1.97834


No. 7
18
Properties=species:S:1:pos:R:3 method="wB97M-V/def2-TZVPD" smiles="C/C=C/O.CC1=NN1" homo_energy_ev=-8.47 e_tot_ev=-10370.0659 de_lowest_kcal_mol=120.8
C 0.96086 1.77227 -1.09302
C 1.61286 1.73087 0.27847
C 0.26911 -2.33146 0.69483
C -0.61538 -1.28813 0.16598
C -1.60944 -0.87275 0.94824
N -0.26876 1.76478 -1.80493
N 1.19455 1.30912 -2.23363
O -2.60741 -0.05020 0.53987
H 2.04859 2.66242 0.38165
H 2.34847 0.96929 0.26041
H 0.81231 1.61551 0.87854
H 0.00989 -3.26546 0.31473
H 0.05385 -2.44038 1.71745
H 1.24547 -2.20681 0.27276
H -0.27149 2.72109 -2.13257
H -0.67344 -1.15280 -0.82397
H -1.70993 -1.01076 1.99859
H -2.80012 0.07339 -0.36340


No. 8
18
Properties=species:S:1:pos:R:3 method="wB97M-V/def2-TZVPD" smiles="C[C@@H]1CO1.[H]/N=N/C=C" homo_energy_ev=-8.12 e_tot_ev=-10368.7328 de_lowest_kcal_mol=151.6
C -0.69484 1.37653 -1.72455
C -0.09066 -0.13165 -2.60995
C -0.41964 1.92122 -0.37337
O 0.37011 1.17453 -2.54164
H -1.68111 1.45641 -2.16952
H -0.29032 -0.91668 -1.89496
H -0.29789 -0.53152 -3.59575
H 0.60955 2.28234 -0.30511
H -1.09082 2.74924 -0.14873
H -0.50724 1.13553 0.38580
C -0.02172 -1.74509 2.09403
C 0.53299 -1.08038 3.10945
N 0.22351 -1.45689 0.74416
N 1.39907 -1.31357 0.37341
H 1.37256 -0.97501 -0.60741
H -0.91571 -2.34059 2.24063
H 1.38357 -0.44038 2.92028
H 0.11859 -1.16405 4.10323


No. 9
18
Properties=species:S:1:pos:R:3 method="wB97M-V/def2-TZVPD" homo_energy_ev=-6.52 e_tot_ev=-10372.8267 de_lowest_kcal_mol=57.2
C 0.27691 -1.71761 -0.66342
C 0.38941 1.04395 -0.84268
C -0.02130 0.60323 0.40705
C -0.32150 -0.78442 0.59135
N -0.20498 0.79417 -2.04539
N 0.16318 1.45607 1.50562
C -0.85437 -1.41622 1.64830
O 1.23419 2.12188 -0.92454
H 1.67719 2.16247 -0.05798
H -1.07481 0.28173 -1.98228
H 0.10144 1.41231 -2.78894
H -0.19317 1.06315 2.36833
H -0.22359 2.38099 1.32761
H -0.58001 -1.95276 -1.29918
H 1.13325 -1.38655 -1.25786
H 0.61329 -2.64664 -0.19620
H -0.91859 -0.97124 2.63487
H -1.19653 -2.44454 1.57534


No. 10
18
Properties=species:S:1:pos:R:3 method="wB97M-V/def2-TZVPD" smiles="[H]/N=C1/C[C@H](OC)N1C" homo_energy_ev=-8.42 e_tot_ev=-10371.3435 de_lowest_kcal_mol=91.4
C -0.99965 1.41509 0.91958
C 2.09707 0.46165 -0.77677
C -0.23382 -2.00234 0.19797
C -1.59738 0.75612 -0.26435
C 0.15234 0.39944 0.83167
O 1.00376 1.16722 -0.26220
N -0.61169 -0.61884 0.30558
N -2.54462 0.78472 -1.02212
H -2.69270 0.13511 -1.78212
H -1.61481 1.34488 1.81415
H -0.73524 2.45022 0.71697
H 0.81888 0.20666 1.68255
H 2.12972 -0.61113 -0.53345
H 2.12935 0.43634 -1.87202
H 3.07990 0.80506 -0.43766
H 0.25122 -2.22851 -0.76043
H 0.49388 -2.26988 0.97642
H -1.12621 -2.63181 0.26625


No. 11
18
Properties=species:S:1:pos:R:3 method="wB97M-V/def2-TZVPD" smiles="C=C(CO)/N=C(/C)N" homo_energy_ev=-7.25 e_tot_ev=-10372.0585 de_lowest_kcal_mol=74.9
C 0.08872 -1.37759 0.86434
C 0.56160 2.12372 0.78746
C 0.21716 1.04118 -0.20252
C -1.18055 -0.65380 -0.10505
N 1.15170 0.74328 -1.15369
C -2.09147 -1.47073 -0.63122
O 0.98995 -2.03114 -0.00475
N -1.05672 0.66313 -0.26242
H 1.53151 -1.33175 -0.40521
H 0.79149 0.23610 -1.95465
H 1.89821 1.40978 -1.30646
H -0.46516 -2.14591 1.40718
H 0.62330 -0.79980 1.62562
H 1.57910 2.00299 1.16711
H -0.14246 2.11521 1.62018
H 0.48131 3.08607 0.27090
H -2.23324 -2.48904 -0.29243
H -2.74444 -1.12171 -1.42437


No. 12
18
Properties=species:S:1:pos:R:3 method="wB97M-V/def2-TZVPD" homo_energy_ev=-7.15 e_tot_ev=-10372.9034 de_lowest_kcal_mol=55.4
C -0.23089 -0.01451 -2.18551
C -1.77683 -0.34967 0.63602
C 0.17534 0.60597 -0.88713
C 0.80990 -0.23921 0.95686
C -0.38682 0.15800 0.38705
N 1.11703 -0.52631 2.24867
O 0.51812 1.91481 -1.05277
N 1.68351 -0.22438 -0.05316
H 0.70859 2.26308 -0.16711
H 1.87753 -1.16682 2.42283
H 0.36322 -0.57441 2.91849
H 2.60741 0.15379 0.16023
H -0.20728 -1.10178 -2.11070
H -1.25452 0.29105 -2.42798
H 0.42251 0.31698 -2.99252
H -1.96841 -1.28895 0.09829
H -2.55478 0.36331 0.35150
H -1.90363 -0.58096 1.69694


No. 13
18
Properties=species:S:1:pos:R:3 method="wB97M-V/def2-TZVPD" homo_energy_ev="-13.22 / -13.22" multiplicity=2 e_tot_ev=-10364.8466 de_lowest_kcal_mol=49.3 total_charge=+1
C -1.05364 2.69087 1.55889
C 0.73289 -0.42018 1.33100
C -1.45246 0.20430 1.05190
C -0.60467 1.25721 1.60730
N -0.60079 -0.80718 0.97422
N 0.70562 0.86532 1.76360
H -0.70648 -1.73732 0.56233
H 1.62151 -0.98627 1.38017
H -2.48648 0.22756 0.71025
H -0.13335 3.33673 1.77696
H -1.86102 2.61559 2.33914
H -1.58868 2.88538 0.65621
C 1.32304 -2.07095 -2.70790
O 1.62802 -0.77551 -2.29343
H 0.88936 -0.10694 -2.60632
H 2.33051 -2.47030 -2.85771
H 0.70670 -2.54194 -1.85324
H 0.54992 -2.16638 -3.39337


No. 14
19
Properties=species:S:1:pos:R:3 method="wB97M-V/def2-TZVPD" smiles="CC(C)=C=O.NC(N)=O" homo_energy_ev="-7.68 / -7.68" e_tot_ev=-12419.7866 de_lowest_kcal_mol=85.0
C 1.83923 -0.56265 -1.11178
C 1.63288 0.55863 1.19311
C 1.11739 0.33871 -0.17975
C -0.07265 0.92948 -0.60392
O -0.49354 1.86706 -1.21295
H 1.55747 -0.39476 -2.15544
H 2.92172 -0.45690 -1.02436
H 0.81049 0.77761 1.87669
H 2.19141 -0.30677 1.55450
H 1.53970 -1.58942 -0.86541
H 2.30892 1.42455 1.16507
C -1.36938 -0.48049 0.14018
N -2.35869 -0.63972 -0.83797
N -1.81180 0.28697 1.25048
O -0.64567 -1.50431 0.40312
H -2.05116 -1.21180 -1.61295
H -2.83786 0.19921 -1.13934
H -2.48680 1.01337 1.05158
H -1.79166 -0.24877 2.10912